{"formula": "C9H21ClIO2P2Ru", "method": "ωB97M-V/def2-TZVPD", "multiplicity": 5, "total_charge": 3, "energy_ha": -2040.2945, "gap_ha": [0.2730, 0.1495], "de_lowest_kcal_mol": 3.21, "elements": ["C", "C", "H", "H", "H", "O", "Cl", "Ru", "P", "C", "C", "H", "H", "H", "H", "H", "H", "C", "H", "H", "H", "P", "C", "C", "H", "H", "H", "C", "H", "H", "H", "H", "H", "H", "C", "O", "I"], "positions_angstrom": [[1.9384, 5.0725, -0.4137], [1.7789, 3.5936, -0.2637], [1.8320, 5.3090, -1.4825], [2.9251, 5.3987, -0.0588], [1.1732, 5.6051, 0.1645], [1.6164, 2.7917, -1.1603], [1.8346, 3.0080, 1.4122], [-0.5046, -1.2195, 0.0230], [1.6669, -1.6323, -0.1093], [2.1380, -2.6911, -1.5180], [2.8246, -0.2455, -0.2448], [3.8584, -0.6215, -0.2455], [3.3712, -2.7758, 1.1761], [2.6747, 0.4464, 0.5937], [2.1463, -1.9858, 2.2308], [1.9209, -2.1598, -2.4514], [2.6206, 0.3036, -1.1716], [2.3033, -2.5692, 1.3184], [3.2063, -2.9376, -1.4668], [1.7427, -3.5066, 1.4095], [1.5447, -3.6118, -1.4963], [-2.4353, -0.1990, 0.3834], [-3.7486, -0.6357, -0.8075], [-3.1999, -0.6406, 1.9791], [-1.7725, 2.0041, 1.1156], [-3.5132, 1.9538, 0.6536], [-2.2301, 1.9802, -0.6054], [-2.4997, 1.6160, 0.3922], [-2.5314, -0.3468, 2.7944], [-4.1652, -0.1280, 2.0754], [-4.6977, -0.1733, -0.5072], [-3.8624, -1.7249, -0.8427], [-3.3389, -1.7269, 2.0223], [-3.4606, -0.2840, -1.8047], [-0.9035, -1.7794, -1.6681], [-1.1558, -2.1107, -2.7790], [-1.0980, -3.3768, 1.3535]], "lowdin_spin": [0.067, 0.056, -0.002, 0.005, 0.005, 0.696, 0.172, 1.451, 0.108, 0.022, 0.015, 0.002, 0.004, 0.000, 0.001, 0.000, 0.002, 0.036, 0.005, 0.006, 0.000, 0.110, 0.023, 0.036, 0.000, 0.002, 0.001, 0.013, 0.001, 0.004, 0.005, 0.000, 0.005, 0.000, 0.063, 0.032, 1.054]}